Entry 1:
Density functional theory data (the ωB97M-V functional and the def2-TZVPD basis) for a molecular structure, C16H18BF4MnN4O5 in a non-equilibrium geometry.

Structure (XYZ):
```
49
C16H18BF4MnN4O5 the ωB97M-V functional and the def2-TZVPD basis
Mn 0.78 -0.05 1.94
O 2.45 0.11 5.58
C 2.13 0.12 4.40
O 0.97 0.00 3.89
C 3.24 0.29 3.37
C 4.58 0.39 3.74
C 5.54 0.44 2.75
C 5.15 0.36 1.42
C 3.80 0.26 1.14
N 2.87 0.25 2.09
H 4.81 0.41 4.80
H 6.59 0.53 3.01
H 5.87 0.36 0.62
H 3.44 0.16 0.12
C -3.46 -1.21 -0.20
C -3.15 -0.13 -1.22
N -2.65 -0.66 -2.50
C -3.60 -1.37 -3.35
C -3.44 -2.88 -3.27
C -1.42 -0.42 -3.01
O -1.11 -0.73 -4.16
C -0.41 0.27 -2.14
C 0.18 1.44 -2.58
C 1.07 2.09 -1.76
C 1.37 1.53 -0.53
N 0.87 0.36 -0.12
C -0.01 -0.25 -0.92
H -3.55 -0.77 0.80
H -2.66 -1.95 -0.14
H -4.39 -1.73 -0.43
H -2.45 0.61 -0.83
H -4.06 0.43 -1.46
H -3.45 -1.03 -4.38
H -4.60 -1.06 -3.04
H -2.43 -3.16 -3.57
H -4.14 -3.37 -3.95
H -3.62 -3.25 -2.26
H -0.10 1.85 -3.54
H 1.51 3.04 -2.03
H 2.01 2.04 0.17
H -0.42 -1.18 -0.55
O 1.33 -1.97 1.41
N 0.17 -2.45 1.53
O -0.66 -1.56 1.84
F -0.61 1.45 1.84
B -1.00 2.81 1.47
F -1.69 2.69 0.25
F 0.18 3.54 1.29
F -1.79 3.33 2.46
```

**Gap between HOMO and LUMO (alpha / beta)**: 8.2 / 7.6 eV
**⟨S²⟩**: 1.012
**E**: -75957.1028 eV
**Charge**: -1
**E_HOMO (alpha / beta)**: -5.54 / -4.99 eV
**Multiplicity**: 2
**Largest force on an atom**: 1.87 eV/Å

Mulliken atomic charge list, values in e, 6 entries: 0.457, -0.748, 0.422, -0.679, 0.605, -0.727

---

Entry 2:
Density functional theory data (the ωB97M-V functional and the def2-TZVPD basis) for 2 unconnected molecules or ions with the total composition C16H18BNO4 in a non-equilibrium geometry.

Structure (XYZ):
```
40
C16H18BNO4 the ωB97M-V functional and the def2-TZVPD basis
H -4.33 -2.31 0.03
N -4.66 -2.99 0.73
C -5.26 -2.36 1.67
C -5.34 -0.79 1.60
C -3.89 -0.23 1.76
C -3.19 -0.24 2.92
C -1.73 0.31 2.91
O -1.27 0.95 3.82
C -0.95 0.00 1.59
C 0.46 -0.32 1.55
C 1.08 -0.63 0.24
B 2.63 -1.05 0.07
C 3.62 -0.79 1.30
O 3.07 -1.59 -1.16
C 0.30 -0.59 -1.01
C -1.12 -0.27 -0.96
C -1.70 0.01 0.33
C -3.23 0.32 0.45
O -3.85 0.94 -0.38
H -5.72 -2.93 2.53
H -6.08 -0.34 2.30
H -5.70 -0.55 0.56
H -3.64 -0.65 3.86
H 1.06 -0.36 2.49
H 4.41 -1.58 1.34
H 4.12 0.21 1.10
H 3.10 -0.74 2.28
H 2.58 -2.39 -1.40
H 0.81 -0.83 -1.97
H -1.76 -0.23 -1.87
C 3.29 3.27 -3.53
C 4.04 2.46 -2.50
C 3.72 0.99 -2.40
O 4.86 2.98 -1.78
H 3.62 4.31 -3.49
H 3.50 2.88 -4.53
H 2.22 3.23 -3.33
H 3.95 0.50 -3.35
H 2.67 0.86 -2.15
H 4.33 0.54 -1.62
```

**Gap between HOMO and LUMO**: 8.4 eV
**SMILES**: [H]/N=C\CC1=CC(=O)c2cc(B(C)O)ccc2C1=O.CC(C)=O
**E**: -27239.2996 eV
**E_HOMO**: -9.56 eV
**Multiplicity**: 1
**Largest force on an atom**: 2.55 eV/Å

Mulliken atomic charge list, values in e, 6 entries: 0.287, -0.644, 0.063, -1.130, 0.642, -0.556

---

Entry 3:
Density functional theory data (the ωB97M-V functional and the def2-TZVPD basis) for 4 unconnected molecules or ions with the total composition C16H18Br4N2O4 in a non-equilibrium geometry.

Structure (XYZ):
```
44
C16H18Br4N2O4 the ωB97M-V functional and the def2-TZVPD basis
O 1.93 2.32 2.01
N 2.68 2.43 1.05
O 3.22 1.49 0.50
C 2.93 3.85 0.60
C 3.42 4.13 -0.74
C 3.71 5.42 -1.18
C 3.46 6.44 -0.31
C 2.99 6.17 0.97
C 2.75 4.92 1.43
H 3.48 3.43 -1.56
H 4.10 5.57 -2.17
H 3.76 7.42 -0.66
H 2.76 7.01 1.61
H 2.28 4.82 2.40
O -2.57 -2.42 -0.70
N -2.62 -3.45 -1.41
O -2.31 -3.47 -2.58
C -3.05 -4.70 -0.69
C -2.88 -5.99 -1.31
C -3.28 -7.13 -0.67
C -3.85 -7.06 0.56
C -4.08 -5.86 1.16
C -3.77 -4.61 0.48
H -2.40 -6.18 -2.26
H -3.23 -8.12 -1.10
H -4.06 -7.97 1.11
H -4.62 -5.77 2.09
H -3.89 -3.63 0.92
Br -1.52 2.63 1.08
C -0.93 2.33 -0.79
C -0.15 3.55 -1.15
Br 0.62 3.29 -2.87
H -1.78 2.18 -1.45
H -0.32 1.42 -0.81
H 0.68 3.61 -0.44
H -0.66 4.50 -0.96
Br 2.29 -1.78 -0.86
C 0.86 -2.10 0.43
C 0.94 -1.03 1.58
Br -0.50 -1.33 2.93
H 0.94 -3.13 0.76
H -0.08 -2.15 -0.11
H 0.81 -0.05 1.13
H 1.94 -1.00 2.01
```

**Gap between HOMO and LUMO**: 9.3 eV
**SMILES**: O=[N+]([O-])c1ccccc1.O=[N+]([O-])c1ccccc1.BrCCBr.BrCCBr
**E**: -308217.7151 eV
**E_HOMO**: -9.88 eV
**Multiplicity**: 1
**Largest force on an atom**: 3.42 eV/Å

Mulliken atomic charge list, values in e, 6 entries: -0.514, 1.056, -0.573, -0.437, -0.099, -0.637

---

Entry 4:
Density functional theory data (the ωB97M-V functional and the def2-TZVPD basis) for a single C16H18BrN7 molecule in a non-equilibrium geometry.

Structure (XYZ):
```
42
C16H18BrN7 the ωB97M-V functional and the def2-TZVPD basis
C 1.42 4.95 -3.83
C 2.62 4.12 -3.32
C 2.45 3.52 -1.88
C 1.35 2.42 -1.84
C -0.07 2.45 -2.09
C -0.52 1.20 -1.96
N -1.80 0.67 -1.91
C -2.21 -0.16 -0.94
N -1.36 -0.73 -0.02
C -1.91 -1.70 0.63
N -0.90 -2.28 1.31
C -1.12 -3.35 2.16
C 0.06 -3.43 3.13
C -0.08 -2.87 4.40
C 0.98 -2.84 5.26
C 2.20 -3.34 4.75
N 2.39 -3.84 3.56
C 1.28 -3.93 2.77
N -3.23 -2.00 0.70
C -4.03 -1.36 -0.11
C -3.55 -0.49 -1.06
Br -4.66 0.43 -2.28
N 0.58 0.39 -1.72
N 1.70 1.15 -1.68
H 1.63 5.89 -4.33
H 0.65 5.18 -3.05
H 0.83 4.28 -4.44
H 3.53 4.71 -3.33
H 2.80 3.25 -3.99
H 2.09 4.32 -1.13
H 3.48 3.15 -1.50
H -0.65 3.24 -2.40
H -2.37 0.62 -2.79
H -0.17 -1.57 1.61
H -1.26 -4.18 1.58
H -2.05 -3.17 2.67
H -1.05 -2.32 4.82
H 0.87 -2.54 6.31
H 2.99 -3.47 5.60
H 1.52 -4.24 1.75
H -5.06 -1.59 -0.11
H 0.61 -0.55 -1.30
```

**Gap between HOMO and LUMO**: 9.0 eV
**SMILES**: CCCc1cc(Nc2nc(NCc3cccnc3)ncc2Br)[nH]n1
**E**: -97355.2446 eV
**E_HOMO**: -8.50 eV
**Multiplicity**: 1
**Largest force on an atom**: 5.57 eV/Å

Mulliken atomic charge list, values in e, 6 entries: -1.038, -0.428, -0.721, 0.407, -0.469, -0.091

---

Entry 5:
Density functional theory data (the ωB97M-V functional and the def2-TZVPD basis) for a molecular structure, C16H18BrNO2Se2SiTe2V in a non-equilibrium geometry.

Structure (XYZ):
```
44
C16H18BrNO2Se2SiTe2V the ωB97M-V functional and the def2-TZVPD basis
V 1.59 0.16 0.48
Se 2.33 -1.79 -2.43
Te 3.28 -1.84 -0.06
Te 3.53 2.68 -1.88
Se 3.37 2.20 0.56
Br 0.71 1.24 -7.58
C 0.27 0.88 -5.76
C -1.06 0.79 -5.40
C -1.37 0.53 -4.07
C -0.36 0.37 -3.13
C 0.97 0.46 -3.51
C 1.29 0.72 -4.84
C 2.10 0.24 -2.51
O 3.30 0.87 -2.84
O 1.78 0.66 -1.27
H -1.84 0.93 -6.14
H -2.40 0.46 -3.76
H -0.60 0.15 -2.10
H 2.33 0.80 -5.13
C -0.06 -0.56 4.68
Si 0.30 0.55 3.23
C 2.05 1.15 3.41
C -0.82 2.05 3.30
N 0.18 -0.35 1.73
C -0.94 -1.11 1.36
C -0.82 -2.08 0.36
C -1.92 -2.82 -0.06
C -3.16 -2.63 0.52
C -3.30 -1.68 1.52
C -2.21 -0.92 1.93
H 0.01 0.00 5.62
H 0.66 -1.38 4.72
H -1.06 -0.99 4.62
H 2.16 1.42 4.47
H 2.28 2.05 2.84
H 2.81 0.40 3.20
H -0.46 2.73 4.07
H -1.86 1.80 3.53
H -0.80 2.58 2.35
H 0.15 -2.26 -0.09
H -1.79 -3.56 -0.84
H -4.02 -3.21 0.20
H -4.27 -1.51 1.99
H -2.34 -0.17 2.70
```

**Gap between HOMO and LUMO (alpha / beta)**: 6.5 / 6.6 eV
**⟨S²⟩**: 2.033
**E**: -271361.1465 eV
**Charge**: -1
**E_HOMO (alpha / beta)**: -4.14 / -4.14 eV
**Multiplicity**: 3
**Largest force on an atom**: 1.85 eV/Å

Mulliken atomic charge list, values in e, 6 entries: 1.043, -0.226, -0.398, 0.096, -0.485, -0.237

---

Entry 6:
Density functional theory data (the ωB97M-V functional and the def2-TZVPD basis) for 2 unconnected molecules or ions with the total composition C16H18BrNO3 in a non-equilibrium geometry.

Structure (XYZ):
```
39
C16H18BrNO3 the ωB97M-V functional and the def2-TZVPD basis
C 3.27 -1.61 2.16
C 2.91 -2.01 0.72
O 2.00 -2.78 0.51
O 3.67 -1.45 -0.26
C 2.92 -0.53 -1.08
C 2.24 0.64 -0.26
C 0.75 0.29 -0.21
C -0.16 1.40 0.27
C 0.30 2.58 0.81
C -0.61 3.54 1.27
C -1.97 3.28 1.14
C -2.41 2.10 0.59
O -3.71 1.78 0.44
N -1.51 1.19 0.18
C -1.97 -0.09 -0.37
C -2.25 -1.09 0.53
C -2.66 -2.34 0.09
C -2.77 -2.55 -1.28
C -2.49 -1.52 -2.17
C -2.09 -0.27 -1.74
H 4.15 -2.22 2.44
H 2.43 -1.78 2.84
H 3.57 -0.56 2.22
H 2.12 -1.10 -1.55
H 3.51 -0.11 -1.90
H 2.71 0.72 0.73
H 2.44 1.60 -0.76
H 0.45 0.06 -1.25
H 0.54 -0.58 0.44
H 1.36 2.80 0.91
H -0.25 4.48 1.70
H -2.69 4.02 1.50
H -4.14 2.48 -0.07
H -2.13 -0.92 1.60
H -2.84 -3.11 0.84
H -3.05 -3.53 -1.66
H -2.58 -1.75 -3.23
H -1.84 0.52 -2.45
Br 2.83 -1.61 -3.73
```

**Gap between HOMO and LUMO**: 4.1 eV
**E**: -94556.9059 eV
**E_HOMO**: -5.76 eV
**Multiplicity**: 1
**Largest force on an atom**: 1.72 eV/Å

Mulliken atomic charge list, values in e, 6 entries: -0.965, 0.703, -0.550, -0.448, -1.145, -0.915

---

Entry 7:
Density functional theory data (the ωB97M-V functional and the def2-TZVPD basis) for a molecular structure, C16H18BrNO3S3Sr.

Structure (XYZ):
```
43
C16H18BrNO3S3Sr the ωB97M-V functional and the def2-TZVPD basis
Sr -0.05 1.59 0.46
C -2.57 -0.72 2.42
C -1.80 -0.40 3.69
S -0.63 0.99 3.57
C 0.87 0.28 4.29
C 1.43 -0.96 3.60
S 1.74 -0.72 1.83
C 0.95 -2.18 1.09
C -0.52 -2.41 1.41
S -1.61 -1.05 0.92
H -3.22 -1.57 2.61
H -3.19 0.13 2.14
H -2.52 -0.15 4.47
H -1.24 -1.26 4.05
H 1.59 1.10 4.26
H 0.69 0.06 5.35
H 2.37 -1.23 4.08
H 0.76 -1.81 3.72
H 1.09 -2.03 0.02
H 1.52 -3.07 1.38
H -0.84 -3.31 0.88
H -0.68 -2.60 2.47
Br -1.33 2.77 -2.10
C -0.51 1.71 -3.46
C -0.99 1.87 -4.72
C -0.42 1.13 -5.77
C 0.62 0.29 -5.52
C 1.14 0.13 -4.21
C 2.24 -0.73 -3.97
C 2.74 -0.85 -2.71
C 2.14 -0.13 -1.64
C 1.05 0.71 -1.77
C 0.57 0.84 -3.11
H -1.81 2.55 -4.91
H -0.80 1.25 -6.78
H 1.08 -0.28 -6.33
H 2.67 -1.27 -4.80
H 3.59 -1.49 -2.52
H 2.62 -0.27 -0.66
O -3.07 3.95 2.10
N -2.21 3.29 1.57
O -2.42 2.08 1.23
O -1.05 3.75 1.35
```

**Gap between HOMO and LUMO**: 7.6 eV
**E**: -127899.2696 eV
**E_HOMO**: -7.61 eV
**Multiplicity**: 1
**Largest force on an atom**: 0.13 eV/Å

Mulliken atomic charge list, values in e, 6 entries: 1.149, -0.680, -0.786, -0.031, -0.829, -0.722

---

Entry 8:
Density functional theory data (the ωB97M-V functional and the def2-TZVPD basis) for a molecular structure, C16H18CdO2S2Te4.

Structure (XYZ):
```
43
C16H18CdO2S2Te4 the ωB97M-V functional and the def2-TZVPD basis
Cd 0.34 -3.23 0.50
Te -1.21 -1.25 1.93
Te -3.75 -4.50 -0.22
Te -1.56 -4.64 -1.66
Te 0.35 -5.84 -0.08
O 2.10 -1.61 0.14
S 2.26 -0.38 1.02
C 1.37 1.03 0.28
C 1.03 0.89 -1.20
C -0.14 -0.06 -1.49
C -1.48 0.44 -0.95
S -2.44 -0.89 -0.12
O -0.78 -2.93 -1.40
C -3.88 0.06 0.34
C -4.96 -0.07 -0.52
C -6.10 0.68 -0.29
C -6.17 1.53 0.80
C -5.09 1.64 1.67
C -3.93 0.91 1.44
C 3.92 0.16 0.66
C 4.65 -0.50 -0.32
C 5.95 -0.08 -0.58
C 6.50 0.96 0.13
C 5.77 1.60 1.13
C 4.48 1.19 1.40
H 2.04 1.88 0.45
H 0.49 1.15 0.90
H 1.91 0.54 -1.75
H 0.80 1.89 -1.58
H 0.09 -1.03 -1.08
H -0.22 -0.22 -2.56
H -2.15 0.79 -1.74
H -1.38 1.23 -0.21
H -4.91 -0.77 -1.35
H -6.95 0.58 -0.95
H -7.06 2.11 0.99
H -5.14 2.29 2.53
H -3.09 0.98 2.12
H 4.19 -1.32 -0.85
H 6.52 -0.59 -1.35
H 7.52 1.28 -0.08
H 6.21 2.41 1.69
H 3.91 1.67 2.19
```

**Gap between HOMO and LUMO**: 6.0 eV
**E**: -76386.0722 eV
**E_HOMO**: -6.52 eV
**Multiplicity**: 1
**Largest force on an atom**: 0.64 eV/Å

Mulliken atomic charge list, values in e, 6 entries: 1.188, -0.273, -0.417, 0.178, -0.384, -0.723

---

Entry 9:
Density functional theory data (the ωB97M-V functional and the def2-TZVPD basis) for 8 unconnected molecules or ions with the total composition C16H18Cl28PS in a non-equilibrium geometry.

Structure (XYZ):
```
64
C16H18Cl28PS the ωB97M-V functional and the def2-TZVPD basis
C 5.07 -4.20 1.85
C 4.33 -3.82 0.94
C 3.33 -3.16 -0.08
P 2.64 -1.58 0.72
C 3.20 -0.02 -0.16
C 3.66 1.04 0.97
C 4.05 2.38 0.15
C 0.80 -1.68 1.04
S -0.17 -1.59 -0.54
C -1.94 -1.25 -0.04
C -2.11 0.29 0.40
H 5.55 -4.27 2.86
H 3.89 -2.82 -1.02
H 2.52 -3.88 -0.40
H 3.26 -1.54 2.02
H 2.33 0.45 -0.70
H 4.05 -0.30 -0.85
H 2.80 1.24 1.69
H 4.57 0.67 1.56
H 4.39 2.06 -0.89
H 3.15 3.06 -0.01
H 4.84 2.98 0.69
H 0.58 -2.64 1.62
H 0.49 -0.82 1.73
H -2.66 -1.49 -0.87
H -2.17 -1.95 0.83
H -1.88 0.39 1.51
H -1.48 0.97 -0.25
H -3.21 0.55 0.25
C 1.03 5.20 1.99
Cl -0.43 6.21 2.00
Cl 2.03 5.60 0.58
Cl 1.96 5.50 3.47
Cl 0.58 3.49 1.91
C -3.77 2.92 -2.14
Cl -4.26 4.23 -3.24
Cl -2.86 1.70 -3.05
Cl -2.74 3.59 -0.85
Cl -5.21 2.17 -1.42
C -7.49 -0.97 -3.44
Cl -7.98 -2.22 -2.28
Cl -8.12 0.60 -2.91
Cl -5.71 -0.90 -3.52
Cl -8.14 -1.36 -5.04
C 8.43 -6.82 2.69
Cl 9.73 -5.87 3.42
Cl 7.71 -7.89 3.91
Cl 7.17 -5.72 2.07
Cl 9.08 -7.79 1.35
C -8.62 -3.21 1.68
Cl -9.59 -4.21 0.57
Cl -7.17 -2.64 0.83
Cl -9.57 -1.82 2.22
Cl -8.13 -4.19 3.08
C 6.54 0.74 -3.52
Cl 5.10 0.92 -4.53
Cl 6.19 -0.39 -2.18
Cl 7.88 0.09 -4.49
Cl 7.01 2.31 -2.85
C -6.87 6.31 -0.29
Cl -7.57 5.99 1.31
Cl -5.50 5.21 -0.56
Cl -8.09 6.05 -1.54
Cl -6.30 7.99 -0.36
```

**Gap between HOMO and LUMO**: 9.4 eV
**E**: -387623.3494 eV
**Charge**: +1
**E_HOMO**: -12.19 eV
**Multiplicity**: 1
**Largest force on an atom**: 2.71 eV/Å

Mulliken atomic charge list, values in e, 6 entries: -0.018, -0.522, -0.430, 0.101, 0.017, -0.440

---

Entry 10:
Density functional theory data (the ωB97M-V functional and the def2-TZVPD basis) for a molecular structure, C16H18ClFeN in a non-equilibrium geometry.

Structure (XYZ):
```
37
C16H18ClFeN the ωB97M-V functional and the def2-TZVPD basis
C -1.52 1.65 -1.30
C -2.66 0.77 -1.31
C -2.27 -0.43 -1.95
H -3.67 1.05 -1.00
C -0.90 -0.34 -2.32
C -0.43 0.95 -1.93
H 0.52 1.41 -2.22
H -1.54 2.71 -1.04
H -2.93 -1.27 -2.17
H -0.33 -1.08 -2.86
Fe -1.00 0.30 0.42
Cl -1.56 1.80 1.82
C -0.78 -1.65 1.63
C -0.63 -2.67 0.62
C -1.90 -2.89 0.02
H 0.27 -3.24 0.43
C -2.85 -2.02 0.61
C -2.19 -1.25 1.62
H -2.67 -0.70 2.43
H -0.06 -1.40 2.41
H -2.12 -3.65 -0.74
H -3.90 -1.93 0.35
C 2.44 -1.64 0.72
C 2.47 -0.18 0.59
C 3.68 0.58 0.59
C 3.31 1.92 0.41
C 1.88 1.94 0.32
C 1.13 3.18 0.07
N 1.39 0.67 0.43
H 1.90 -1.96 1.62
H 3.47 -2.02 0.79
H 1.98 -2.11 -0.16
H 4.67 0.16 0.70
H 3.93 2.80 0.35
H 1.70 4.01 0.50
H 1.02 3.37 -1.00
H 0.14 3.15 0.55
```

**Gap between HOMO and LUMO (alpha / beta)**: 6.6 / 5.3 eV
**⟨S²⟩**: 8.790
**E**: -65283.8265 eV
**Charge**: -1
**E_HOMO (alpha / beta)**: -3.21 / -3.21 eV
**Multiplicity**: 6
**Largest force on an atom**: 2.67 eV/Å

Mulliken atomic charge list, values in e, 6 entries: -0.936, -0.785, -0.026, 0.439, -0.793, -0.168

---

Entry 11:
Density functional theory data (the ωB97M-V functional and the def2-TZVPD basis) for a single C16H18ClN5O2 molecule in a non-equilibrium geometry.

Structure (XYZ):
```
42
C16H18ClN5O2 the ωB97M-V functional and the def2-TZVPD basis
C 3.97 -0.17 -1.71
C 2.88 -0.01 -0.92
C 2.56 -0.69 0.12
C 3.30 -1.95 0.56
O 4.43 -2.26 0.10
N 2.59 -2.86 1.50
H 1.56 -2.96 1.72
H 3.16 -3.57 1.59
C 1.07 -0.52 0.83
N 0.69 0.74 0.64
C 0.87 1.68 -0.44
N 0.09 2.66 -0.63
C -0.55 2.30 0.48
N -0.30 1.51 1.37
C -1.65 3.44 0.81
H -1.28 4.43 1.10
H -2.00 3.03 1.97
C -2.80 3.37 -0.03
H -2.25 3.86 -1.14
H -3.58 4.16 0.30
C -3.41 2.02 -0.38
O -2.61 1.20 -0.74
H -2.10 1.64 -1.60
H -4.35 2.16 -0.70
H -3.62 1.77 0.45
N 2.00 1.07 -1.31
H 2.20 1.46 -2.06
C 0.03 -1.34 0.53
C -1.21 -1.58 1.50
C -2.19 -2.36 1.12
C -2.18 -2.94 -0.18
C -1.12 -3.04 -1.09
C 0.03 -2.19 -0.60
H 0.83 -2.32 -1.29
H -1.12 -3.65 -1.88
Cl -3.51 -3.82 -0.53
H -3.07 -2.34 1.51
H -1.15 -0.93 2.55
H 1.30 -0.57 2.03
H 4.46 0.82 -1.60
H 3.68 -0.31 -2.68
H 4.34 -0.98 -1.28
```

**Gap between HOMO and LUMO**: 9.0 eV
**E**: -40939.0527 eV
**E_HOMO**: -8.76 eV
**Multiplicity**: 1
**Largest force on an atom**: 15.34 eV/Å

Mulliken atomic charge list, values in e, 6 entries: -2.073, 1.087, -0.212, 0.232, -0.684, -0.363

---

Question: Among the records above, which one has the highest E?
Answer: C16H18BNO4